Record 1
# C19H28N3

A 2-piece molecular cluster, C19H28N3 overall (the ωB97M-V functional and the def2-TZVPD basis, the Open Molecules 2025 dataset).

The orbital gap is 5.57 eV. Its LUMO energy is -4.586 eV. Its energy above the lowest of the compared OMol25 structures with the same formula, charge and spin is 72.8 kJ/mol. Its HOMO energy is -10.16 eV. For the energy, the calculation gives -24620.330 eV.

```
! RIJCOSX wB97M-V def2-TZVPD def2/J DEFGRID3
* xyz 1 1
H -0.29 -2.38 2.05
H -4.01 1.80 1.99
C 1.71 -2.89 0.36
H 1.29 0.61 1.38
C -0.85 -4.11 0.82
H -1.05 1.08 2.09
C -0.60 -2.61 1.02
H -2.79 2.49 3.08
H 0.47 -4.31 -2.30
C -3.89 4.00 1.92
H 2.71 1.57 -3.85
C -3.27 2.61 2.10
H -2.40 3.23 -0.94
C -2.30 3.60 0.09
H -0.83 -1.81 -1.53
H 0.87 1.43 -2.27
H 2.50 -2.52 -0.30
N -2.25 2.45 1.04
N 0.46 -2.15 0.09
C 1.07 1.01 0.41
C 3.44 0.82 -0.15
H 5.49 0.76 -0.72
N 0.06 -4.61 -0.25
H 5.03 1.27 -3.08
C 1.88 1.31 -1.92
H -4.32 4.36 -0.19
C 1.47 -4.39 0.16
H -4.98 3.97 2.05
C 4.22 1.20 -2.38
H -1.51 -2.02 0.83
C -0.18 -3.89 -1.52
C -3.49 4.48 0.51
H 3.64 0.61 0.89
C 4.48 0.91 -1.05
H -3.23 5.55 0.51
H -1.88 -4.31 0.52
C 2.92 1.38 -2.81
C -1.17 1.62 1.17
H -3.51 4.69 2.69
H -1.21 -4.09 -1.84
H 2.03 -2.67 1.39
C 2.12 1.04 -0.55
H 2.13 -4.81 -0.61
H -0.66 -4.68 1.73
C -0.18 1.57 0.21
H 0.85 -2.01 -1.98
C 0.07 -2.39 -1.32
H 1.66 -4.96 1.07
H -0.37 2.08 -0.72
H -1.35 4.15 0.14
*
```

Record 2
# C19H28N3OP

An isolated ion of composition C19H28N3OP and charge +2 (the ωB97M-V functional and the def2-TZVPD basis, the Open Molecules 2025 dataset).

The orbital gap is 5.20 eV. Its LUMO energy is -7.864 eV. Its HOMO energy is -13.06 eV. For the energy, the calculation gives -35929.230 eV.

```
! RIJCOSX wB97M-V def2-TZVPD def2/J DEFGRID3
* xyz 2 1
C -0.13 -1.18 0.66
H -5.30 -0.44 -2.13
C -4.00 -1.85 -0.72
H -2.32 -2.13 -3.09
P 7.17 0.35 -0.91
H 0.45 -0.93 1.64
H -7.62 0.55 -0.37
O -9.07 1.70 1.50
H 5.87 -2.01 0.62
H 8.44 0.24 2.65
C 2.31 -1.07 -0.74
H 5.91 2.47 -0.12
C 0.69 -1.33 -0.76
H 6.77 0.48 1.76
C 7.00 2.25 -0.51
C 3.42 -1.93 0.11
C 2.85 0.23 -1.65
H 4.82 1.50 -2.24
H -7.73 2.11 3.90
C -6.94 1.89 3.05
H 7.10 2.87 -1.53
C 8.32 -0.47 0.38
C -6.66 1.25 -0.44
H 3.07 -2.84 0.77
C -5.35 0.42 0.10
H -7.76 3.01 -0.16
H -4.38 -2.18 0.35
H -4.33 -2.69 -1.50
N 5.48 -0.25 -0.81
H 7.76 2.61 0.30
C 4.45 0.56 -1.62
N -2.46 -1.71 -0.74
H 2.08 0.89 -2.28
H 9.40 0.04 0.32
H -4.56 1.19 0.52
H 7.28 -1.29 2.26
C 7.70 -0.27 1.88
H 8.49 -1.60 0.06
C 5.02 -1.44 0.01
N -7.00 2.49 0.37
H -6.52 1.57 -1.57
H -2.37 -1.28 1.60
H -6.49 0.80 3.11
H -3.68 0.31 -1.52
C -1.74 -1.88 -2.08
C -4.60 -0.36 -1.18
C -1.78 -1.41 0.58
H -6.06 2.68 3.02
C -0.10 -1.69 -2.18
C -7.75 2.00 1.62
H -5.61 -0.39 0.93
H 0.43 -1.82 -3.22
*
```

Record 3
# C19H28N6O4PbS

C19H28N6O4PbS as an isolated structure (the ωB97M-V functional and the def2-TZVPD basis, the Open Molecules 2025 dataset).

The orbital gap is 8.12 eV. Its LUMO energy is 0.325 eV. Its energy above the lowest of the compared OMol25 structures with the same formula, charge and spin is 42.6 kJ/mol. Its HOMO energy is -7.79 eV. For the energy, the calculation gives -53373.533 eV.

```
! RIJCOSX wB97M-V def2-TZVPD def2/J DEFGRID3
* xyz 0 1
C -1.24 -5.28 -1.55
S -0.10 0.07 2.78
N -3.42 0.55 0.02
H -1.74 3.29 -1.22
H 2.31 3.24 0.25
N 2.98 -0.39 -0.15
O 1.19 -0.29 -4.23
C 3.99 -0.21 -1.01
N -1.12 3.25 -0.41
H -2.07 -5.39 1.08
N 1.26 1.91 1.42
C -2.67 3.07 1.54
H 1.23 -6.01 -0.59
C 1.01 -4.95 -0.47
H 2.62 3.77 4.48
H 3.26 4.50 2.17
H 5.02 -0.16 -0.70
H -2.18 2.13 1.81
C -1.71 3.94 0.75
O -0.25 -0.01 -2.55
H 1.37 -4.42 -1.35
H -0.91 -4.75 -2.45
C 4.28 0.10 -3.49
C -0.78 -3.34 -0.14
H -1.04 -6.34 -1.68
H -2.86 3.58 2.48
H -4.71 2.41 1.66
C -0.51 -4.78 -0.31
C -4.08 1.83 -0.29
H 1.54 -4.58 0.40
O 5.46 0.33 -3.37
H -0.88 4.21 1.41
H -3.59 -0.12 -0.72
O 3.68 0.02 -4.65
H -3.59 2.25 -1.17
C -4.03 2.79 0.89
C 0.92 1.49 2.65
H 1.11 1.82 4.76
C 1.40 2.17 3.78
C 3.44 -0.12 -2.27
H -0.26 3.69 -0.69
C 2.07 2.96 1.27
H -5.13 1.68 -0.56
C 0.89 -0.19 -3.03
Pb -0.54 0.46 0.01
C 2.60 3.66 2.33
H -3.79 0.15 0.88
C 2.24 3.25 3.62
H -2.21 4.87 0.46
H -0.50 -5.15 1.84
N -0.97 -2.21 -0.06
H -4.46 3.74 0.55
H -2.32 -5.14 -1.46
C -1.00 -5.52 0.95
C 2.05 -0.23 -2.05
H -0.78 -6.58 0.84
H 2.69 -0.14 -4.54
N 1.79 -0.42 -0.76
H 3.01 -0.48 0.85
*
```

Record 4
# C19H28NO2P2W

C19H28NO2P2W as an isolated structure (the ωB97M-V functional and the def2-TZVPD basis, the Open Molecules 2025 dataset).

The orbital gap (alpha / beta) is 5.54 / 6.43 eV. Its LUMO energy (alpha / beta) is -11.808 / -10.912 eV. Its HOMO energy (alpha / beta) is -17.34 / -17.34 eV. For the energy, the calculation gives -46112.900 eV.

```
! RIJCOSX wB97M-V def2-TZVPD def2/J DEFGRID3
* xyz 3 3
H -2.62 0.13 -2.96
H 2.16 -2.03 -2.60
H 0.23 -1.97 -0.23
P -2.02 0.05 -0.71
C -2.68 -1.65 -0.90
H -3.11 2.03 0.06
H -2.94 0.82 1.38
H 1.17 -2.88 -1.32
C 0.19 0.71 1.78
H 4.11 -0.50 0.48
C -0.61 1.57 -4.28
H 2.73 -0.20 1.62
C 2.17 -2.32 -1.56
C -3.20 0.97 0.32
C -2.04 0.83 -2.33
O -1.43 -4.05 -5.42
H -0.13 1.94 8.24
C 0.19 0.90 3.08
N 0.30 1.03 -2.24
H 0.04 -3.55 0.20
P 2.08 -0.74 -0.62
H 3.03 -2.89 -1.21
W 0.17 0.66 -0.21
H 3.05 1.42 -1.14
C -0.07 1.69 7.17
C 1.07 1.08 6.65
H -1.49 1.73 -4.89
H 0.82 2.16 -5.86
H 3.44 0.14 -2.28
C 0.10 1.12 4.41
C 0.66 1.80 -4.81
H -1.92 1.96 4.32
C -1.14 2.00 6.33
H 3.14 -1.90 1.17
C 3.13 -0.85 0.84
C -1.07 1.72 4.96
C 2.62 0.59 -1.70
C -0.76 1.17 -2.99
H -3.06 -1.96 0.10
H -4.20 0.58 0.09
H 2.06 0.30 4.89
C 1.78 1.55 -3.98
H -1.13 -3.13 -5.62
H -1.84 -2.27 -1.20
H -3.49 -1.60 -1.64
H -2.14 -3.91 -4.77
H -2.03 2.47 6.74
H -2.70 1.74 -2.25
H 2.81 1.65 -4.35
H 1.90 0.83 7.32
C 1.55 1.11 -2.68
C 1.16 0.78 5.28
O -0.04 -2.84 -0.66
*
```